w | The following is a quantum chemistry calculation of a cluster of 2 separate species, C3H11NO in total, from the OMol25 dataset.

## Properties
- SMILES string: CNC.CO
- HOMO-LUMO gap: 10.02 eV

```
16
Properties=species:S:1:pos:R:3:nbo_charge:R:1
H -0.73680 -0.62969 0.47435 0.195
H -0.13680 0.26690 -1.98776 0.203
H 1.36514 -0.80631 2.15257 0.173
H 0.90088 -2.31449 1.38922 0.171
H -1.41536 2.12626 -0.15866 0.346
H -2.15622 -0.27202 -0.45551 0.161
C -0.55791 1.24249 -1.73077 -0.421
H 0.14408 2.01954 -2.04916 0.195
H 2.09815 -0.13874 0.18450 0.473
O 1.92339 -1.09083 0.15067 -0.733
H 2.56991 -2.12418 1.79296 0.168
H -1.46950 1.40920 -2.31654 0.167
C -1.43329 0.16976 0.23993 -0.419
H -2.00851 0.37022 1.13890 0.195
N -0.77750 1.34794 -0.28701 -0.623
C 1.69032 -1.57606 1.46230 -0.251
```

x | The following is a quantum chemistry calculation of a cluster of 2 separate species, C3H11NO in total, from the OMol25 dataset.

## Properties
- SMILES string: CCCN.O
- HOMO-LUMO gap: 9.70 eV

```
16
Properties=species:S:1:pos:R:3:nbo_charge:R:1
H -6.14171 1.52694 0.32643 0.459
H 1.29872 -2.24648 -0.39398 0.172
O -5.39417 1.00063 0.05359 -0.918
H -0.39753 -0.01405 0.00403 0.357
C 1.05597 -1.43637 0.31527 -0.205
C 2.00876 -0.20510 0.22598 -0.410
H 2.02027 0.21271 1.23346 0.195
H 2.99484 -0.66679 0.04368 0.202
N -0.34158 -1.01928 0.03056 -0.860
H 1.10881 -1.86292 1.32084 0.174
H -0.96852 -1.50036 0.64978 0.364
H 1.74261 0.53607 -1.78426 0.212
H 1.09683 1.66217 -0.51529 0.204
C 1.84729 0.91211 -0.75814 -0.623
H 2.85220 1.35061 -0.80306 0.219
H -4.78281 1.75012 0.05112 0.459
```

Name the most stable of them. x.